The following is a DFT calculation (ωB97M-V/def2-TZVPD) of 2 unconnected molecules or ions with the total composition C2H8N2S at a distorted geometry.

Its total charge is +1. The value obtained for the HOMO-LUMO gap (spin up / spin down) is 9.44 / 7.05 eV. As for the spin multiplicity: 2. Its largest force on an atom is 1.75 eV/Å. For the total energy, the calculation gives -16011.260 eV.

Each line ends with the Löwdin charge.
Element x y z (Å)
S: 1.851 1.026 0.160  0.707
N: -1.165 1.241 0.829  0.137
N: -1.959 -0.938 0.440  0.197
C: 2.192 -0.183 -1.099  -0.515
C: -1.149 -0.061 1.007  -0.206
H: -0.207 1.661 0.712  0.018
H: 3.016 0.138 -1.744  0.040
H: -2.578 -0.635 -0.296  0.142
H: -2.020 1.643 0.469  0.137
H: -0.252 -0.450 1.469  0.132
H: 1.380 -0.450 -1.781  0.032
H: -1.621 -1.888 0.442  0.138
H: 2.513 -1.104 -0.607  0.042

***

The following is a DFT calculation (ωB97M-V/def2-TZVPD) of a molecular structure, C2H8N3 at a distorted geometry.

Its total charge is +1. The value obtained for the HOMO-LUMO gap (spin up / spin down) is 10.44 / 7.58 eV. Its largest force on an atom is 7.57 eV/Å. For the total energy, the calculation gives -6660.185 eV.

Each line ends with the Löwdin charge.
Element x y z (Å)
N: -1.199 -0.108 -2.234  0.321
N: -0.814 1.210 0.069  0.148
N: -0.730 0.002 -0.381  -0.095
C: 1.311 -0.262 0.896  -0.050
C: 0.154 -0.941 0.087  -0.233
H: -0.336 1.286 0.932  0.097
H: 2.067 -1.125 1.117  0.136
H: 0.992 0.281 1.832  0.095
H: -2.051 0.496 -2.241  0.034
H: 1.744 0.480 0.285  0.060
H: 0.382 -1.566 -0.723  0.106
H: -1.256 2.098 -0.320  0.205
H: -0.265 -1.850 0.680  0.178